--- P ---
Entry from OMol25: a 3-piece molecular cluster, C2H13N2O2 overall (the ωB97M-V functional and the def2-TZVPD basis).

```
19
C2H13N2O2 the ωB97M-V functional and the def2-TZVPD basis
H -1.234 -0.106 1.382
H 0.161 0.742 -1.084
H -0.105 1.403 0.332
H -0.170 3.541 0.608
N 0.034 0.527 -0.126
H 1.992 1.065 -2.292
N 0.616 -2.182 0.802
H 0.923 0.082 0.223
H 0.953 -3.111 0.603
O -0.603 3.173 1.380
H -0.455 3.825 2.050
O 1.341 0.335 -2.533
H -1.983 -0.327 -0.197
H -1.388 -2.482 0.708
C -0.671 -1.820 0.183
C -0.989 -0.356 0.297
H -0.641 -2.181 -0.862
H 0.409 -2.154 1.816
H 1.811 0.023 -3.289
```

HOMO energy   -13.5 eV
Total charge   +1
2S+1   1
Molar mass   97.14 u
Kohn-Sham gap   10.3286 eV


--- Q ---
Entry from OMol25: a 3-piece molecular cluster, C2H13N2O2 overall (the ωB97M-V functional and the def2-TZVPD basis).

```
19
C2H13N2O2 the ωB97M-V functional and the def2-TZVPD basis
N 1.098 -1.159 2.030
O -1.588 -0.140 -3.041
N 0.149 -0.598 -0.445
H 0.063 -0.828 -1.398
H -1.719 -0.759 -3.779
H -2.056 2.018 0.501
O -2.188 1.073 0.239
H 2.542 0.399 1.764
H 0.557 -1.333 0.110
H 2.127 -0.148 -0.542
H 1.223 1.197 -0.456
H -1.895 0.737 -3.173
H -2.927 0.992 -0.381
C 1.242 0.278 -0.016
H -0.762 -0.226 -0.165
H 0.142 -1.126 2.492
H 0.933 1.048 1.989
C 1.432 0.179 1.534
H 1.628 -1.605 2.738
```

HOMO energy   -14.2 eV
Total charge   +1
2S+1   1
Molar mass   97.14 u
Kohn-Sham gap   11.2702 eV


Most stable to least stable, the ends of the list are P and Q.


--- P ---
Entry from OMol25: a 2-piece molecular cluster, C8H15N2 overall (the ωB97M-V functional and the def2-TZVPD basis).

```
25
C8H15N2 the ωB97M-V functional and the def2-TZVPD basis
N -0.397 0.327 -0.642
C -1.086 1.051 -1.539
C 2.767 -0.341 1.412
N -2.096 0.340 -1.950
H 1.117 0.421 3.503
C -2.046 -0.957 -1.378
C 0.345 0.862 2.741
H -0.796 -1.635 -2.947
C 2.094 0.897 1.013
H 0.520 0.681 -0.169
H -0.515 0.101 2.489
H 3.838 0.026 1.447
H -0.912 2.090 -1.893
C -0.838 -0.897 -0.396
H -1.497 -2.977 -1.912
H -2.909 -1.259 -0.911
H 2.742 -0.914 0.594
C -1.632 -2.070 -2.429
H -2.286 -2.367 -3.236
H -0.284 1.731 3.163
C 1.026 1.454 1.608
H -2.832 0.604 -2.546
H 2.645 1.427 0.351
H 2.444 -1.020 2.315
H 0.589 2.422 1.313
```

HOMO energy   -12.5 eV
Total charge   +1
2S+1   1
Molar mass   139.22 u
Kohn-Sham gap   7.5418 eV


--- Q ---
Entry from OMol25: an isolated ion of composition C8H15N2 and charge +1 (the ωB97M-V functional and the def2-TZVPD basis).

```
25
C8H15N2 the ωB97M-V functional and the def2-TZVPD basis
C 0.621 -1.046 -0.189
C -1.122 0.855 -0.036
H 3.095 2.220 -0.932
H 3.989 1.604 0.638
H 0.240 1.931 -1.069
N 2.299 0.674 0.257
H -1.033 -1.899 2.195
H 0.179 -1.755 -2.224
H -3.249 1.164 0.219
C -0.846 -0.646 0.309
H 1.476 0.412 -1.821
H 1.655 -2.366 -1.490
C 1.288 0.271 -0.729
H -0.131 -2.863 -1.182
H 1.154 -1.440 0.678
N -0.017 1.107 -0.613
H -2.004 1.629 1.523
H -1.456 -1.163 -0.376
H -1.494 -0.211 2.299
H -2.531 -1.212 1.546
C 3.136 1.577 0.002
C 0.600 -2.099 -1.340
H -2.224 2.669 0.156
C -2.210 1.667 0.443
C -1.416 -1.082 1.734
```

HOMO energy   -13.9 eV
Total charge   +1
2S+1   1
SMILES   C=N[C@@H]1[NH+]=C(C)[C@H](C)[C@H]1C
Molar mass   139.22 u
Kohn-Sham gap   10.1836 eV


Most stable to least stable, the ends of the list are Q and P.


--- P ---
Entry from OMol25: a single C4H4N2OS molecule (the ωB97M-V functional and the def2-TZVPD basis).

```
12
C4H4N2OS the ωB97M-V functional and the def2-TZVPD basis
C -0.422 1.063 0.947
C -0.125 -1.314 -0.623
H 0.610 2.690 0.109
N 0.864 -0.596 -0.997
H 1.871 1.032 -1.442
N -0.557 -2.323 -1.170
H -1.226 -2.904 -0.800
S -1.075 -0.565 0.931
C 0.973 0.740 -0.974
C 0.360 1.576 -0.080
H -0.562 1.729 1.848
O -0.712 -1.127 2.251
```

HOMO energy (spin up / spin down)   -8.8 / -8.8 eV
2S+1   1
Molar mass   128.16 u
Kohn-Sham gap (spin up / spin down)   7.3916 / 7.3911 eV


--- Q ---
Entry from OMol25: a 2-piece molecular cluster, C4H4N2OS overall (the ωB97M-V functional and the def2-TZVPD basis).

```
12
C4H4N2OS the ωB97M-V functional and the def2-TZVPD basis
C -1.052 -0.609 -0.539
H -0.579 0.480 -2.383
C -0.657 0.429 -1.317
O 2.847 0.227 0.679
N 1.956 -1.350 -0.669
H -1.362 -1.560 -0.929
C -1.011 -0.298 0.841
H -1.279 -0.992 1.618
S -0.227 1.810 -0.383
C -0.585 0.968 1.077
N 2.397 -0.579 -0.010
H -0.447 1.474 2.013
```

HOMO energy   -9.1 eV
2S+1   1
SMILES   N#[N+][O-].c1ccsc1
Molar mass   128.16 u
Kohn-Sham gap   9.9781 eV


Most stable to least stable, the ends of the list are Q and P.


--- P ---
Entry from OMol25: a 3-piece molecular cluster, C3H6O4 overall (the ωB97M-V functional and the def2-TZVPD basis).

```
13
C3H6O4 the ωB97M-V functional and the def2-TZVPD basis
O -0.672 -0.475 -1.554
H -0.140 -2.856 -2.436
C 0.410 -2.621 -1.520
H 1.533 -0.539 -0.904
O -1.259 1.589 -1.726
O -1.595 0.542 0.237
C -1.199 0.534 -0.909
H -1.845 2.250 -1.338
H 2.875 0.766 -1.622
H 0.212 -1.313 0.241
H 0.777 -3.457 -0.920
C 0.265 -1.336 -0.864
O 2.816 0.193 -0.851
```

HOMO energy (spin up / spin down)   -1.9 / -3.6 eV
Total charge   -1
<S²>   0.757
2S+1   2
Molar mass   106.08 u
Kohn-Sham gap (spin up / spin down)   5.2722 / 6.9466 eV


--- Q ---
Entry from OMol25: a 2-piece molecular cluster, C3H6O4 overall (the ωB97M-V functional and the def2-TZVPD basis).

```
13
C3H6O4 the ωB97M-V functional and the def2-TZVPD basis
H -1.740 0.607 -0.418
O 0.062 2.762 -0.443
O 2.166 0.896 -0.672
C 0.432 -1.061 0.451
H -1.612 -0.991 1.097
H 1.026 -1.221 -0.459
C 1.403 1.123 0.249
H 0.557 3.121 -1.185
O 0.754 0.242 1.001
H 0.728 -1.795 1.212
O -1.474 -0.302 -0.851
H -1.248 -2.213 -0.141
C -1.054 -1.168 0.158
```

HOMO energy (spin up / spin down)   -2.2 / -3.3 eV
Total charge   -1
<S²>   0.758
2S+1   2
Molar mass   106.08 u
Kohn-Sham gap (spin up / spin down)   6.0259 / 7.0645 eV


Most stable to least stable, the ends of the list are P and Q.


--- P ---
Entry from OMol25: a single C5H8FNO molecule (the ωB97M-V functional and the def2-TZVPD basis).

```
16
C5H8FNO the ωB97M-V functional and the def2-TZVPD basis
H 1.310 -1.366 1.007
N 2.292 1.159 1.294
O -0.686 -0.491 1.342
H -0.808 -2.130 0.037
C -1.481 -0.169 -0.804
H 2.021 1.981 2.138
C -0.754 -1.065 0.033
H -2.721 -1.830 -1.406
F -3.314 -0.095 -2.278
H 3.114 1.732 0.562
H 0.852 1.583 -0.074
C 1.437 0.714 0.297
C -2.508 -0.696 -1.420
H -1.688 0.945 -0.859
H 2.343 0.288 -0.436
C 0.591 -0.562 0.565
```

HOMO energy   -9.4 eV
2S+1   1
SMILES   NC[C@H]1O[C@H]1/C=C/F
Molar mass   117.12 u
Kohn-Sham gap   10.0939 eV


--- Q ---
Entry from OMol25: a single C5H8FNO molecule (the ωB97M-V functional and the def2-TZVPD basis).

```
16
C5H8FNO the ωB97M-V functional and the def2-TZVPD basis
C -0.547 -1.257 -1.137
F 1.519 1.237 1.894
O -2.243 0.433 -1.036
H -0.151 1.810 -0.118
H 0.461 -0.519 1.888
C 0.796 0.288 1.226
N 0.868 -1.308 -0.740
H -0.620 -0.916 -2.183
C -0.075 0.750 0.103
C -1.241 -0.181 -0.278
C 1.202 -0.011 -0.182
H 1.030 -2.020 -0.043
H 2.062 0.505 -0.587
H -2.711 1.064 -0.465
H -1.676 -0.643 0.621
H -1.001 -2.249 -1.081
```

HOMO energy   -9.2 eV
2S+1   1
SMILES   O[C@H]1CN[C@@H]2[C@@H](F)[C@@H]21
Molar mass   117.12 u
Kohn-Sham gap   10.0743 eV


Most stable to least stable, the ends of the list are Q and P.


--- P ---
Entry from OMol25: a single C8H8 molecule (the ωB97M-V functional and the def2-TZVPD basis).

```
16
C8H8 the ωB97M-V functional and the def2-TZVPD basis
C 1.151 1.419 1.527
C 0.229 1.763 0.502
H -0.566 -2.727 -2.932
H -0.797 1.131 2.615
H -0.799 -1.428 1.704
C -0.505 -1.499 -1.084
H 0.357 -0.926 -2.988
C -0.095 -0.510 -0.190
H -0.398 2.697 0.582
H 1.493 2.130 2.239
H 1.426 0.961 -1.177
H -1.212 -2.221 -0.625
C -0.063 0.811 1.804
C -0.149 -1.800 -2.466
C 0.377 0.738 -0.724
C -0.449 -0.538 1.212
```

HOMO energy   -7.5 eV
2S+1   1
Molar mass   104.15 u
Kohn-Sham gap   6.3467 eV


--- Q ---
Entry from OMol25: a single C8H8 molecule (the ωB97M-V functional and the def2-TZVPD basis).

```
16
C8H8 the ωB97M-V functional and the def2-TZVPD basis
C 0.400 2.039 0.116
H 1.478 2.107 0.469
C 0.639 -0.329 0.126
H -3.492 -0.903 -0.415
H 0.628 -2.448 0.471
C 3.254 -0.349 -0.528
C 0.119 -1.434 0.586
C -1.743 0.421 -0.150
H -0.861 -1.362 0.846
C 2.067 -0.314 -0.107
H -0.249 2.844 0.308
H -1.669 -1.572 -0.669
H 4.334 -0.183 -0.460
H -2.377 1.369 0.006
C -2.368 -0.679 -0.530
C -0.161 0.792 -0.069
```

HOMO energy   -8.6 eV
2S+1   1
SMILES   C#CC(=C)C(=C)C=C
Molar mass   104.15 u
Kohn-Sham gap   8.8535 eV


Most stable to least stable, the ends of the list are Q and P.